Entry 1:
Computed, not measured: a molecular structure, C22H31Cl5F5NO2PtSi4Te, with ωB97M-V/def2-TZVPD.

```
72
Properties=species:S:1:pos:R:3:forces:R:3
Pt -0.546 0.017 0.170 0.33 2.66 -0.41
Te -2.495 0.866 -1.288 -0.22 -0.35 -0.17
Cl 3.823 0.184 5.682 0.17 0.06 0.43
Cl 5.770 -0.265 3.315 0.39 -0.04 0.03
Cl 4.668 -0.805 0.461 0.07 -0.07 -0.40
Cl 1.744 -4.422 -1.473 0.09 0.03 -0.06
Cl 0.757 0.045 5.231 -0.43 0.03 0.19
Si -5.158 -1.718 1.113 -0.65 -0.49 0.60
Si -6.000 -0.418 -2.327 -0.44 -0.11 -0.85
Si -4.714 0.092 -0.375 -0.13 0.12 0.01
Si -5.651 2.041 0.664 -0.57 0.89 0.36
F -0.173 2.332 2.792 0.25 -0.16 -0.18
F 1.476 2.167 0.674 -0.35 -0.36 0.07
F -0.096 2.825 -0.670 -0.05 -0.46 0.21
F -1.905 2.533 1.530 -0.01 -0.08 -0.07
F -0.411 4.061 1.549 0.34 -0.07 -0.26
O 0.010 -0.415 2.421 -0.96 -0.30 -0.43
O 1.729 -0.626 0.300 -1.12 -0.46 -1.14
N -1.075 -1.955 -0.141 1.69 -2.11 1.10
C -5.671 0.845 -3.734 0.16 -0.29 0.59
C -1.429 -2.579 1.020 -0.29 1.08 -1.13
C 0.131 1.981 0.435 -0.01 -0.37 -0.57
C 1.825 -0.146 3.886 -0.34 -0.21 -0.56
C 3.195 -0.127 4.105 0.82 -0.05 -0.49
C -7.571 2.060 0.865 0.54 -0.30 -0.15
C -4.749 -3.536 0.635 0.21 0.67 -0.08
C -7.925 -0.437 -2.195 0.61 0.02 0.27
C 1.262 -0.360 2.615 1.09 -0.13 0.23
C -5.312 3.600 -0.405 0.17 -0.65 0.17
C 3.560 -0.558 1.769 -0.64 0.07 -0.34
C -0.569 2.708 1.577 -0.79 0.72 0.93
C -0.082 -2.550 -0.868 -1.19 0.98 0.19
C -7.079 -1.806 1.244 0.56 0.22 -0.13
C 4.063 -0.334 3.043 -0.21 0.14 0.94
C -0.874 -3.745 1.456 0.82 -1.29 -0.22
C -4.524 -1.384 2.893 0.01 -0.05 -0.68
C -5.532 -2.160 -2.986 0.04 0.53 0.37
C 0.139 -4.365 0.705 -0.71 1.31 -0.24
C 2.183 -0.530 1.475 0.70 0.25 1.50
C -5.040 2.436 2.436 0.05 -0.37 -0.60
C 0.518 -3.711 -0.470 0.04 -1.20 0.50
H -3.688 -3.693 0.467 0.15 -0.07 -0.06
H -5.032 -0.524 3.321 -0.12 0.15 0.01
H -5.268 -3.813 -0.280 -0.08 0.02 -0.15
H -7.512 -0.823 1.387 -0.12 0.26 0.05
H -8.409 -0.711 -3.130 0.14 -0.05 -0.24
H 0.215 -2.043 -1.777 0.03 0.05 0.13
H -1.210 -4.201 2.376 -0.03 0.09 0.10
H -6.064 1.820 -3.463 -0.11 0.22 0.11
H -8.259 -1.138 -1.438 -0.10 -0.14 0.18
H -4.602 0.963 -3.874 0.27 0.03 -0.03
H -5.067 -4.228 1.414 -0.10 0.08 0.20
H -6.106 0.566 -4.690 -0.18 -0.24 -0.07
H -7.498 -2.210 0.329 -0.05 -0.11 -0.23
H -5.967 -2.936 -2.363 -0.14 -0.16 0.19
H -8.068 1.721 -0.037 -0.16 -0.07 -0.21
H -2.201 -2.077 1.583 0.16 0.08 0.08
H -7.884 1.410 1.676 -0.07 -0.16 0.17
H -4.678 -2.230 3.560 -0.11 -0.19 -0.03
H -8.293 0.544 -1.911 -0.08 0.21 0.05
H -5.659 4.516 0.068 -0.16 0.01 0.24
H -7.936 3.060 1.090 0.09 0.24 0.04
H -5.796 3.523 -1.376 -0.11 -0.07 -0.20
H -4.247 3.704 -0.585 0.23 -0.02 -0.05
H -5.307 3.446 2.738 -0.14 0.19 -0.11
H -4.456 -2.288 -2.952 0.31 -0.02 0.01
H -7.414 -2.440 2.061 0.09 -0.17 0.23
H -5.460 1.751 3.167 -0.14 -0.17 0.09
H -3.463 -1.151 2.899 0.20 0.12 0.06
H -5.854 -2.341 -4.008 -0.16 0.14 -0.21
H 0.599 -5.290 1.007 0.12 -0.09 0.05
H -3.963 2.351 2.494 0.31 -0.01 0.06
```
Forces are in eV/Å.

Computed properties:
maximum force = 2.9 eV Å⁻¹
energy = -147157.8559 eV
gap between HOMO and LUMO = 0.1793 Ha
molecular weight = 1048.772 Da
energy above the lowest of the compared OMol25 structures with the same formula, charge and spin = 1.114 eV
net charge = -2

=====

Entry 2:
Computed, not measured: C22H31ClN4OS in the gas phase, with ωB97M-V/def2-TZVPD.

```
60
Properties=species:S:1:pos:R:3:forces:R:3
Cl -6.093 -0.884 0.124 -0.22 -0.05 0.15
S -1.723 0.289 2.472 -0.49 0.42 0.40
O 0.945 -3.364 4.093 0.42 0.08 -0.17
N -0.992 -0.598 0.069 0.43 -0.28 0.08
N 3.083 2.609 -1.662 -0.01 -0.11 0.02
N 1.526 0.215 -0.912 0.13 -0.10 -0.08
N 0.393 -1.138 1.819 -0.22 0.11 -0.34
C 3.061 2.096 -0.308 -0.07 -0.17 0.01
C 0.777 -1.084 3.221 0.05 -0.14 0.21
C -4.621 -0.109 -2.003 -0.07 0.00 -0.02
C -0.982 -2.389 4.635 0.47 0.19 -0.21
C 2.456 -1.649 0.501 -0.24 0.03 -0.21
C 2.427 -0.931 -0.849 0.22 -0.10 0.13
C 1.801 1.289 0.041 0.16 0.22 0.13
C -3.427 -0.686 0.035 -0.02 -0.05 -0.03
C 1.118 4.247 -1.741 0.31 -0.06 -0.02
C 2.712 1.601 -2.632 -0.03 -0.16 0.06
C -0.977 -3.705 5.158 0.45 -0.36 -0.08
C 1.093 -2.127 1.024 0.45 -0.23 -0.20
C -4.601 -0.529 -0.676 0.40 0.06 -0.21
C 1.457 0.798 -2.250 0.10 0.15 -0.20
C -2.206 -0.408 -0.576 -0.61 0.04 -0.21
C -0.756 -0.538 1.414 0.11 0.17 0.04
C -2.206 -0.015 -1.913 0.12 -0.01 0.23
C 2.619 3.959 -1.881 -0.14 0.13 -0.02
C -3.392 0.133 -2.603 -0.11 -0.04 0.10
C 0.216 -4.247 4.799 -0.66 -0.27 0.39
C -5.909 0.059 -2.745 0.01 -0.01 0.03
C 0.212 -2.227 3.999 -0.63 0.56 0.17
H 2.936 4.239 -2.891 0.02 0.09 0.08
H 0.587 1.461 -2.260 -0.01 -0.03 -0.09
H 0.763 4.015 -0.741 -0.10 -0.02 0.09
H -3.367 0.446 -3.637 -0.01 0.03 -0.10
H -1.755 -4.176 5.723 -0.12 -0.17 0.13
H 0.459 -2.444 0.194 0.02 -0.02 0.11
H -5.725 0.386 -3.765 0.00 0.02 -0.07
H -3.463 -1.018 1.059 -0.03 -0.02 0.00
H -0.146 -0.460 -0.504 0.01 -0.02 0.09
H 0.652 -5.210 4.977 0.14 -0.10 -0.02
H 3.164 4.595 -1.177 0.00 0.05 -0.10
H 0.402 -0.146 3.635 0.18 -0.17 -0.04
H -6.538 0.795 -2.246 -0.11 0.03 -0.04
H 1.868 -1.109 3.282 -0.02 0.03 -0.02
H 2.928 -1.015 1.253 0.09 -0.05 0.07
H 2.076 -1.637 -1.610 0.08 0.02 0.00
H -6.459 -0.880 -2.767 -0.10 -0.01 -0.05
H 0.942 5.305 -1.925 -0.09 0.12 -0.02
H 3.096 -2.524 0.373 0.07 0.03 0.04
H 1.896 0.872 1.043 -0.06 0.01 0.04
H 3.463 -0.662 -1.101 -0.06 -0.08 -0.07
H 1.297 -0.001 -2.979 -0.06 0.01 0.00
H 0.923 1.940 0.037 0.01 0.00 0.08
H 1.260 -2.997 1.669 -0.08 0.05 -0.11
H -1.760 -1.658 4.715 -0.10 0.19 -0.05
H 3.940 1.448 -0.190 -0.03 0.03 0.15
H 0.538 3.679 -2.465 -0.11 -0.04 -0.05
H 3.165 2.928 0.389 0.05 -0.01 0.05
H 3.560 0.911 -2.734 -0.09 -0.01 -0.12
H 2.555 2.079 -3.600 0.04 -0.03 -0.05
H -1.267 0.170 -2.413 0.13 0.04 -0.06
```
Forces are in eV/Å.

Computed properties:
maximum force = 0.9 eV Å⁻¹
SMILES = CCN1CCN(CCCN(Cc2ccco2)C(=S)Nc2ccc(C)c(Cl)c2)CC1
energy = -54682.3973 eV
gap between HOMO and LUMO = 0.3080 Ha
molecular weight = 435.037 Da
energy above the lowest of the compared OMol25 structures with the same formula, charge and spin = 0.545 eV

=====

Entry 3:
Computed, not measured: a molecular structure, C22H31N2O3OsSbSe2, with ωB97M-V/def2-TZVPD.

```
62
Properties=species:S:1:pos:R:3:forces:R:3
Os -0.201 0.313 -0.283 0.61 0.83 0.19
Sb -0.237 -2.335 -0.604 -0.17 -0.49 -0.01
Se -0.033 0.968 -2.723 -0.01 -0.16 0.33
Se -2.645 -0.093 -0.752 -0.11 -0.11 -0.24
O -0.706 2.159 -0.038 -0.19 0.11 0.12
O 1.668 -0.190 -0.015 -0.23 -0.22 -0.20
O -2.004 4.593 -0.366 -0.13 -0.17 -0.30
N 0.060 0.258 1.744 -0.04 -0.08 -0.11
N 1.151 -0.457 2.195 -0.23 0.06 0.06
C -2.798 0.393 -2.660 0.07 0.09 0.00
C -1.573 0.023 -3.468 -0.03 0.00 -0.03
C 5.660 -2.667 1.712 0.00 0.00 -0.01
C -3.784 1.344 -0.116 -0.02 -0.05 0.08
C 5.402 -1.983 0.532 0.00 0.01 0.00
C -2.063 2.735 3.345 -0.04 0.09 -0.01
C -1.772 -3.340 -1.665 0.03 0.01 -0.04
C 3.513 -2.024 2.576 0.01 -0.03 0.02
C -0.472 -3.277 1.271 0.00 -0.01 0.03
C -0.514 1.006 2.636 -0.05 0.07 0.00
C 4.197 -1.322 0.365 0.01 0.01 -0.01
C -2.700 4.499 1.848 0.06 -0.01 -0.03
C -1.959 3.953 0.816 -0.01 0.08 0.24
C -1.341 2.121 2.309 0.05 -0.10 0.07
C 1.965 -0.653 1.216 0.32 0.12 -0.04
C 4.718 -2.686 2.733 -0.01 0.01 0.00
C -0.816 4.791 -1.148 0.06 0.06 0.09
C 1.434 -0.039 -3.483 0.00 -0.02 -0.07
C -1.306 2.713 1.019 -0.01 0.03 -0.14
C 1.511 -3.247 -1.355 0.02 -0.02 0.02
C -2.765 3.893 3.102 0.03 -0.08 0.05
C 3.246 -1.347 1.385 -0.04 0.00 -0.02
H -3.224 5.425 1.651 0.01 0.00 0.00
H 1.374 -4.316 -1.195 0.05 -0.01 -0.01
H -2.054 2.288 4.330 -0.01 0.00 0.00
H -2.955 1.473 -2.669 -0.03 -0.02 -0.03
H -0.244 0.828 3.673 0.02 0.01 0.00
H 1.401 -1.072 -3.151 -0.03 0.02 -0.03
H 4.927 -3.211 3.654 0.00 0.00 0.00
H -3.759 1.355 0.971 -0.01 0.02 0.00
H 3.999 -0.771 -0.545 -0.01 -0.01 -0.01
H 6.603 -3.182 1.840 0.00 0.00 0.00
H -4.782 1.081 -0.460 0.00 -0.01 0.02
H -3.695 -0.095 -3.037 0.02 -0.05 0.01
H 2.343 0.437 -3.122 0.00 0.00 0.00
H -1.361 -1.044 -3.469 -0.03 -0.01 0.02
H -1.801 -3.088 -2.722 0.02 0.01 0.01
H -2.737 -3.136 -1.208 -0.01 -0.01 0.00
H -1.707 0.354 -4.498 0.04 0.02 0.00
H 0.254 -2.913 1.995 0.00 0.00 -0.04
H 2.374 -2.895 -0.795 0.01 -0.02 -0.03
H 0.044 4.968 -0.501 0.00 -0.01 0.01
H 1.388 0.033 -4.566 -0.01 0.00 0.00
H 2.781 -2.021 3.373 -0.01 -0.01 0.00
H -3.345 4.356 3.888 0.01 -0.01 0.01
H 1.651 -3.064 -2.418 -0.03 0.01 0.01
H -0.332 -4.346 1.111 -0.01 -0.01 0.04
H -1.481 -3.097 1.638 0.00 0.01 0.00
H -0.622 3.942 -1.798 -0.01 -0.03 0.00
H -1.545 -4.401 -1.565 -0.03 -0.01 -0.02
H 6.146 -1.956 -0.253 0.00 0.00 0.00
H -1.010 5.677 -1.744 0.03 0.00 0.00
H -3.467 2.292 -0.536 0.05 0.05 0.00
```
Forces are in eV/Å.

Computed properties:
maximum force = 1.0 eV Å⁻¹
energy = -172121.7712 eV
gap between HOMO and LUMO (spin up / spin down) = 0.2212 / 0.2212 Ha
molecular weight = 841.411 Da
net charge = +2

=====

Entry 4:
Computed, not measured: C22H31N3O2 in the gas phase, with ωB97M-V/def2-TZVPD.

```
58
Properties=species:S:1:pos:R:3:forces:R:3
O -1.496 1.437 -1.691 0.02 0.02 0.06
O -1.114 -1.800 0.195 -0.01 0.06 0.00
N -0.482 1.900 0.281 0.01 0.14 -0.01
N -1.730 -0.128 1.603 0.12 0.09 0.00
N 2.300 -0.080 -2.797 -0.02 -0.01 0.01
C -2.386 1.165 1.740 0.05 -0.02 0.01
C -1.909 -0.918 0.499 -0.02 -0.11 0.05
C -4.755 -0.799 -1.653 0.00 -0.04 -0.02
C 0.878 -1.739 3.904 0.00 0.01 -0.01
C 2.859 -1.102 -3.653 0.01 -0.02 -0.01
C -3.134 -0.768 -0.329 -0.08 -0.05 -0.02
C 4.399 1.299 -2.664 -0.02 0.00 0.00
C -0.465 1.485 -1.028 -0.03 -0.09 -0.01
C 2.969 1.033 -2.337 0.04 0.01 0.04
C 2.139 -1.317 3.156 -0.01 0.01 0.01
C -3.518 -1.591 -1.307 0.03 0.03 0.00
C 1.977 0.086 2.581 -0.02 -0.03 0.00
C -1.760 2.277 0.850 -0.03 -0.05 -0.06
C -0.498 -0.286 2.402 -0.04 -0.03 -0.04
C 0.834 1.082 -1.613 0.01 0.03 0.00
C 2.088 1.763 -1.591 0.01 0.01 0.00
C 0.024 -1.117 -2.745 0.00 0.00 -0.02
C 0.610 1.659 1.218 -0.04 -0.14 -0.03
C -0.333 -1.691 2.978 0.03 0.02 0.01
C 0.995 -0.049 -2.380 -0.02 0.00 0.01
C -4.332 0.156 -0.499 0.01 0.02 0.02
C 0.756 0.203 1.668 -0.01 0.07 0.04
H 0.420 2.289 2.094 0.01 0.01 -0.01
H -2.416 2.497 0.012 -0.03 0.01 0.02
H -5.707 -1.312 -1.508 0.00 0.00 -0.01
H -1.247 -1.962 3.513 0.00 0.00 0.00
H 1.553 1.988 0.790 0.02 0.02 0.00
H 2.632 -0.911 -4.705 0.00 0.00 0.00
H 4.695 2.248 -2.222 0.00 0.00 0.00
H -3.447 1.074 1.530 0.00 0.00 -0.03
H 3.938 -1.135 -3.530 0.00 0.01 0.00
H -5.036 0.178 0.335 0.00 0.02 0.00
H 0.723 -1.067 4.757 0.01 -0.01 0.01
H 0.995 -2.745 4.313 0.00 0.00 0.00
H 5.064 0.527 -2.269 0.00 0.00 0.00
H -4.740 -0.335 -2.640 -0.01 -0.01 -0.01
H 3.009 -1.354 3.817 0.00 0.00 0.00
H 0.904 -0.423 0.784 0.00 -0.01 -0.03
H 2.326 -2.023 2.340 0.00 0.00 0.00
H 2.307 2.707 -1.119 0.01 0.01 -0.02
H 0.265 -2.068 -2.265 0.02 0.00 0.00
H -0.638 0.386 3.258 -0.01 0.00 0.02
H -4.094 1.168 -0.823 0.01 0.01 0.03
H -3.077 -2.494 -1.707 0.00 0.00 -0.01
H 4.569 1.365 -3.742 0.00 0.00 0.00
H -0.203 -2.403 2.165 -0.01 -0.02 0.01
H -0.003 -1.269 -3.827 -0.01 -0.01 0.00
H 2.871 0.381 2.025 0.00 0.01 0.00
H 2.455 -2.075 -3.382 0.00 0.00 0.00
H -0.968 -0.824 -2.416 -0.01 -0.01 -0.01
H -2.301 1.443 2.790 -0.03 0.01 0.01
H 1.872 0.800 3.409 0.01 0.00 0.00
H -1.637 3.190 1.436 0.03 -0.01 0.03
```
Forces are in eV/Å.

Computed properties:
maximum force = 0.1 eV Å⁻¹
SMILES = Cc1cc(C(=O)N2CCN(C(=O)C3=CCC3)[C@H]3CCCC[C@@H]3C2)c(C)n1C
energy = -31882.6652 eV
gap between HOMO and LUMO = 0.3149 Ha
molecular weight = 369.509 Da
energy above the lowest of the compared OMol25 structures with the same formula, charge and spin = 1.691 eV